Record 1
Here is C34H50ClFIN7O4STi as an isolated structure at a distorted geometry from the OMol25 dataset. Energies are from wB97M-V/def2-TZVPD.

Summary:
- ΔE to the lowest compared entry with this formula, charge and spin (kcal per mole) = 16.7
- net charge = 0
- multiplicity = 1

XYZ file:
```
100
Properties=species:S:1:pos:R:3:mulliken_charge:R:1
Ti -1.01 -0.79 -0.26 -0.584
C 2.18 2.42 -5.71 -1.552
C 3.13 2.62 -4.53 0.392
C 3.28 4.10 -4.24 -0.814
C 4.16 4.31 -3.02 -1.208
C 3.52 3.64 -1.84 1.035
C 3.58 4.18 -0.58 -0.850
C 2.89 3.58 0.48 -0.568
F 3.00 4.15 1.69 -0.418
C 2.14 2.46 0.32 -0.475
C 2.09 1.88 -0.97 0.922
C 1.26 0.73 -1.18 0.912
O 0.57 0.26 -0.20 -0.117
C 1.25 0.16 -2.45 0.427
C 1.96 0.78 -3.46 -0.699
N 2.63 1.91 -3.31 0.257
C 2.75 2.47 -2.05 -1.063
C 0.39 -1.00 -2.85 -0.146
O 0.58 -1.62 -3.86 -0.712
O -0.64 -1.23 -2.04 0.178
H 2.41 3.16 -6.47 0.431
H 1.15 2.56 -5.38 0.275
H 2.28 1.44 -6.18 0.493
H 4.11 2.20 -4.77 0.127
H 2.28 4.51 -4.05 0.178
H 3.70 4.58 -5.12 0.435
H 4.29 5.38 -2.81 0.417
H 5.16 3.89 -3.20 0.325
H 4.15 5.08 -0.40 0.467
H 1.59 2.02 1.14 1.139
H 1.94 0.33 -4.45 0.631
Cl -1.15 -4.41 -0.83 -0.206
C 0.51 -3.86 -0.72 1.075
C 1.42 -4.41 -1.60 -0.599
C 2.73 -3.96 -1.61 -0.584
C 3.11 -2.97 -0.72 -0.678
C 2.19 -2.45 0.17 -0.027
C 0.85 -2.85 0.20 -0.128
C -0.16 -2.19 1.07 -0.932
H 1.09 -5.18 -2.29 0.417
H 3.43 -4.38 -2.32 0.380
H 4.13 -2.61 -0.71 0.421
H 2.50 -1.69 0.88 0.352
H 0.33 -1.63 1.88 -0.255
H -0.91 -2.88 1.44 0.834
N -2.74 2.68 0.90 -0.513
C -2.42 1.65 0.03 0.510
O -1.83 0.59 0.65 0.449
C -2.70 1.66 -1.28 -1.557
I -0.53 3.59 -2.82 -0.667
H -2.21 2.68 1.76 0.221
H -2.85 3.58 0.47 0.250
H -3.38 2.39 -1.69 0.273
H -2.47 0.81 -1.90 0.318
N -2.76 -0.97 2.91 -0.341
H -2.49 -1.62 3.64 0.220
H -3.33 -0.25 3.34 0.262
H -1.91 -0.50 2.60 -0.304
C -5.84 0.31 0.51 -0.513
C -5.70 -1.21 0.48 -1.117
N -5.26 -1.70 -0.83 0.403
C -6.34 -1.96 -1.78 -0.779
C -6.90 -3.37 -1.65 -1.123
C -3.96 -1.79 -1.16 0.958
C -3.61 -2.21 -2.56 -1.289
N -3.00 -1.56 -0.31 0.643
H -6.31 0.62 1.44 0.404
H -6.45 0.66 -0.32 0.320
H -4.86 0.79 0.43 -0.087
H -6.66 -1.69 0.69 0.407
H -5.01 -1.54 1.25 0.511
H -5.99 -1.79 -2.80 0.453
H -7.13 -1.23 -1.59 0.346
H -6.10 -4.11 -1.75 0.249
H -7.63 -3.56 -2.44 0.400
H -7.39 -3.52 -0.69 0.327
H -4.01 -1.50 -3.29 0.422
H -4.01 -3.20 -2.77 0.380
H -2.53 -2.24 -2.67 -0.261
H -3.33 -1.34 0.63 -0.098
C 3.78 0.71 2.80 -0.307
N 3.47 0.29 4.16 0.204
C 4.24 1.04 5.15 -1.167
C 2.18 -0.06 4.48 0.425
S 0.86 0.37 3.53 -0.421
N 2.05 -0.78 5.61 0.141
C 0.74 -1.11 6.14 -1.063
C 3.14 -1.55 6.19 -1.198
H 4.82 0.46 2.59 0.376
H 3.65 1.79 2.68 0.271
H 3.13 0.21 2.10 -0.481
H 4.13 2.11 4.97 0.365
H 5.30 0.78 5.08 0.311
H 3.90 0.82 6.16 0.401
H 0.03 -0.33 5.90 0.365
H 0.82 -1.22 7.23 0.362
H 0.37 -2.05 5.72 0.317
H 3.99 -1.56 5.51 0.368
H 2.80 -2.58 6.33 0.420
H 3.45 -1.16 7.16 0.328
```



Record 2
Here is C34H50MoN8O14P2S as an isolated structure from the OMol25 dataset. Energies are from wB97M-V/def2-TZVPD.

Summary:
- ΔE to the lowest compared entry with this formula, charge and spin (kcal per mole) = 0.1
- net charge = 0
- multiplicity = 3

XYZ file:
```
110
Properties=species:S:1:pos:R:3:mulliken_charge:R:1
Mo -0.32 0.15 -0.36 -0.576
O 1.42 -2.83 -5.55 -0.564
C 1.09 -2.19 -4.42 0.636
C 1.95 -1.32 -3.76 -0.744
C 1.50 -0.69 -2.63 -0.356
N 0.27 -0.86 -2.16 2.492
C -0.53 -1.74 -2.76 0.429
C -0.17 -2.42 -3.89 -1.316
C -1.85 -1.86 -2.04 0.022
O -2.74 -2.56 -2.45 -0.770
O -1.86 -1.10 -0.98 -0.275
C 2.29 0.31 -1.82 0.142
O 3.43 0.58 -2.07 -0.753
O 1.54 0.79 -0.87 -0.051
H 2.33 -2.61 -5.80 0.366
H 2.97 -1.12 -4.10 0.635
H -0.87 -3.12 -4.34 0.581
C -2.60 -3.97 2.09 -1.078
C -1.87 -4.15 3.41 0.695
C -1.93 -5.57 3.94 -1.561
O -0.46 -3.82 3.24 -0.276
P -0.04 -2.31 3.49 -0.509
O -0.90 -1.30 2.88 -0.056
C 1.70 -2.40 2.95 -0.456
P 1.91 -2.19 1.15 -0.090
O 0.79 -1.58 0.38 0.170
O 2.09 -3.70 0.66 -0.043
C 1.06 -4.51 0.05 1.555
C 0.95 -5.80 0.82 -1.589
C 1.45 -4.73 -1.40 -1.464
O 3.27 -1.53 0.74 -0.504
C 4.65 -1.76 1.15 0.336
C 5.07 -3.21 1.03 -1.320
C 4.89 -1.22 2.55 -1.184
O 0.03 -2.20 5.08 -0.343
C -0.34 -0.93 5.74 1.216
C -0.74 -1.27 7.15 -1.719
C 0.81 0.05 5.65 -0.907
H -3.67 -4.13 2.23 0.508
H -2.24 -4.69 1.36 0.184
H -2.44 -2.96 1.71 0.024
H -2.30 -3.47 4.15 0.433
H -1.49 -6.26 3.20 0.279
H -2.96 -5.86 4.12 0.412
H -1.36 -5.65 4.87 0.383
H 2.06 -3.40 3.21 0.753
H 2.24 -1.62 3.48 0.392
H 0.11 -3.96 0.09 -0.229
H 1.91 -6.32 0.81 0.373
H 0.20 -6.45 0.35 0.395
H 0.65 -5.61 1.85 0.212
H 2.43 -5.21 -1.45 0.376
H 1.49 -3.78 -1.93 0.127
H 0.71 -5.38 -1.89 0.418
H 5.21 -1.16 0.44 0.445
H 4.53 -3.84 1.74 0.252
H 6.14 -3.30 1.23 0.498
H 4.87 -3.59 0.02 0.270
H 4.51 -1.91 3.31 0.267
H 4.37 -0.26 2.67 0.092
H 5.96 -1.08 2.72 0.552
H -1.20 -0.52 5.21 -0.082
H 0.10 -1.71 7.70 0.351
H -1.57 -1.98 7.15 0.412
H -1.07 -0.36 7.65 0.378
H 1.71 -0.39 6.11 0.279
H 0.55 0.97 6.18 0.561
H 1.02 0.29 4.61 -0.216
O 1.87 0.22 2.48 -0.105
C 1.42 1.29 2.12 0.046
N 0.42 1.48 1.21 0.410
S 0.09 3.09 0.96 0.661
O -1.27 3.39 1.30 -0.633
O 0.52 3.51 -0.34 -0.646
C 1.22 3.67 2.18 0.502
C 1.49 4.97 2.57 -0.845
C 2.50 5.15 3.52 -0.675
C 3.18 4.06 4.04 -0.865
C 2.88 2.76 3.64 -0.407
C 1.89 2.58 2.70 0.072
H 0.95 5.81 2.15 0.501
H 2.76 6.15 3.84 0.401
H 3.96 4.22 4.78 0.422
H 3.42 1.91 4.04 0.501
N -2.89 1.34 5.26 -0.676
C -3.00 1.22 4.11 0.596
N -3.20 1.08 2.82 -0.933
C -2.46 0.76 1.86 1.295
N -1.85 0.46 0.91 -0.470
C -2.38 0.51 -4.71 -1.276
N -1.62 1.20 -3.68 0.660
C -0.28 1.63 -4.05 -1.026
C -2.16 1.59 -2.50 0.162
N -1.44 1.65 -1.41 0.379
N -3.47 1.90 -2.48 0.081
C -4.23 1.83 -1.23 -1.070
C -4.13 2.61 -3.57 -1.263
H -1.77 -0.30 -5.11 0.386
H -2.67 1.16 -5.53 0.380
H -3.27 0.06 -4.27 0.387
H -0.34 2.43 -4.80 0.368
H 0.28 0.80 -4.49 0.244
H 0.25 2.01 -3.18 0.195
H -1.86 2.26 -0.73 0.303
H -3.78 1.10 -0.57 0.175
H -5.25 1.50 -1.47 0.410
H -4.29 2.79 -0.72 0.346
H -3.40 2.89 -4.33 0.391
H -4.58 3.52 -3.18 0.410
H -4.91 2.00 -4.02 0.333
```